{
  "formula": "C45H86Br20N3O9S",
  "method": "wB97M-V/def2-TZVPD",
  "homo_energy_ev": -10.19,
  "spin_multiplicity": 1,
  "total_charge": 1,
  "gap_ev": 5.7138,
  "elements": ["C", "C", "O", "C", "C", "O", "C", "C", "O", "C", "C", "O", "C", "C", "C", "O", "O", "C", "C", "C", "C", "C", "C", "N", "C", "C", "C", "O", "N", "N", "C", "S", "C", "C", "C", "C", "O", "O", "H", "H", "H", "H", "H", "H", "H", "H", "H", "H", "H", "H", "H", "H", "H", "H", "H", "H", "H", "H", "H", "H", "H", "H", "H", "H", "H", "H", "H", "H", "H", "H", "H", "H", "H", "H", "H", "H", "H", "H", "H", "H", "H", "H", "H", "H", "Br", "C", "C", "Br", "H", "H", "H", "H", "Br", "C", "C", "Br", "H", "H", "H", "H", "Br", "C", "C", "Br", "H", "H", "H", "H", "Br", "C", "C", "Br", "H", "H", "H", "H", "Br", "C", "C", "Br", "H", "H", "H", "H", "Br", "C", "C", "Br", "H", "H", "H", "H", "Br", "C", "C", "Br", "H", "H", "H", "H", "Br", "C", "C", "Br", "H", "H", "H", "H", "Br", "C", "C", "Br", "H", "H", "H", "H", "Br", "C", "C", "Br", "H", "H", "H", "H"],
  "xyz": [[0.197, -1.595, -5.222], [-1.172, -1.531, -4.427], [-1.981, -2.700, -4.565], [-1.272, -3.876, -4.131], [-0.799, -3.791, -2.641], [0.568, -3.386, -2.500], [0.878, -3.506, -1.116], [2.385, -3.219, -0.809], [2.607, -1.835, -0.521], [3.966, -1.608, -0.083], [3.869, -0.547, 1.062], [5.076, -0.084, 1.607], [6.131, 0.115, 0.662], [5.782, 1.122, -0.485], [7.059, 1.158, -1.424], [5.710, 2.412, 0.165], [2.989, 0.468, 0.608], [2.753, 1.471, 1.586], [1.835, 0.831, 2.709], [1.574, 1.965, 3.756], [0.218, 1.878, 4.534], [-1.048, 1.731, 3.627], [-1.460, 3.061, 2.874], [-0.405, 4.092, 2.880], [-0.587, 5.109, 3.945], [-0.204, 4.700, 1.588], [-1.335, 5.047, 0.574], [0.949, 4.938, 1.259], [2.692, -0.267, 3.306], [2.159, -0.830, 4.496], [1.028, -1.336, 4.340], [-0.234, -2.189, 3.809], [3.125, -1.280, 2.281], [4.246, -2.180, 2.984], [3.686, -3.469, 3.675], [3.247, -4.580, 2.666], [4.058, -4.983, 1.877], [1.949, -5.058, 2.785], [0.346, -0.660, -5.803], [1.021, -1.750, -4.481], [0.224, -2.472, -5.913], [-1.755, -0.700, -4.905], [-1.032, -1.211, -3.360], [-0.473, -4.185, -4.846], [-2.035, -4.699, -4.156], [-1.478, -3.043, -2.142], [-0.989, -4.804, -2.191], [0.678, -4.574, -0.821], [0.186, -2.871, -0.506], [2.597, -3.786, 0.143], [3.053, -3.639, -1.596], [4.375, -2.598, 0.222], [4.498, -1.242, -0.998], [6.974, 0.588, 1.229], [6.572, -0.832, 0.247], [4.852, 0.874, -1.042], [7.098, 2.068, -2.058], [7.970, 1.188, -0.769], [7.084, 0.202, -1.999], [5.851, 3.065, -0.540], [3.672, 1.943, 2.006], [2.126, 2.273, 1.120], [0.934, 0.443, 2.190], [1.733, 2.975, 3.304], [2.386, 1.866, 4.530], [0.125, 2.836, 5.110], [0.252, 1.079, 5.320], [-1.902, 1.473, 4.308], [-1.000, 0.894, 2.888], [-2.377, 3.472, 3.381], [-1.806, 2.766, 1.852], [-1.021, 6.036, 3.505], [-1.231, 4.733, 4.780], [0.406, 5.319, 4.424], [-1.119, 4.499, -0.378], [-2.305, 4.692, 0.980], [-1.307, 6.137, 0.380], [3.562, 0.219, 3.587], [2.312, -1.955, 1.947], [4.825, -1.539, 3.698], [5.004, -2.532, 2.241], [2.886, -3.280, 4.428], [4.537, -3.910, 4.259], [1.385, -4.310, 2.521], [-2.468, -7.369, -4.565], [-3.339, -8.079, -2.971], [-4.680, -7.438, -2.738], [-4.498, -5.647, -1.997], [-2.647, -7.938, -2.145], [-3.458, -9.145, -3.164], [-5.246, -7.997, -1.993], [-5.274, -7.344, -3.644], [-4.039, 6.916, 0.446], [-4.732, 5.807, -0.997], [-5.789, 4.856, -0.499], [-4.999, 3.352, 0.459], [-3.879, 5.302, -1.447], [-5.154, 6.507, -1.716], [-6.327, 4.409, -1.334], [-6.500, 5.323, 0.178], [-6.678, -7.808, 1.118], [-6.653, -5.860, 1.198], [-7.127, -5.359, 2.537], [-9.065, -5.473, 2.692], [-7.255, -5.501, 0.369], [-5.612, -5.583, 1.031], [-6.895, -4.301, 2.654], [-6.710, -5.914, 3.374], [5.879, 5.879, 0.120], [5.116, 5.104, 1.746], [3.748, 5.651, 2.051], [3.851, 7.444, 2.806], [5.834, 5.287, 2.542], [5.062, 4.035, 1.547], [3.257, 5.049, 2.814], [3.109, 5.712, 1.179], [-8.015, -2.479, -1.414], [-8.635, -3.523, -2.951], [-9.668, -4.538, -2.533], [-8.821, -6.052, -1.650], [-7.758, -3.976, -3.404], [-9.069, -2.815, -3.632], [-10.170, -4.956, -3.405], [-10.415, -4.143, -1.848], [-4.506, -1.795, -5.736], [-6.271, -1.150, -6.249], [-6.870, -0.277, -5.173], [-7.530, -1.359, -3.678], [-6.874, -2.027, -6.473], [-6.114, -0.580, -7.165], [-7.741, 0.257, -5.554], [-6.164, 0.439, -4.759], [3.342, 0.516, 7.001], [4.861, 1.743, 6.996], [4.478, 3.099, 7.531], [3.477, 4.127, 6.212], [5.238, 1.776, 5.977], [5.605, 1.274, 7.639], [5.367, 3.693, 7.738], [3.864, 3.048, 8.426], [4.039, 5.549, -3.905], [3.330, 7.342, -3.624], [3.630, 7.838, -2.234], [2.453, 7.022, -0.917], [2.266, 7.300, -3.843], [3.827, 7.964, -4.368], [3.440, 8.909, -2.159], [4.650, 7.633, -1.917], [5.860, 11.966, -1.934], [5.055, 11.195, -0.335], [3.683, 11.765, -0.079], [3.788, 13.557, 0.676], [5.749, 11.368, 0.483], [4.993, 10.126, -0.534], [3.157, 11.172, 0.668], [3.075, 11.834, -0.977], [-4.778, -12.165, -2.134], [-3.978, -13.088, -3.652], [-3.150, -12.148, -4.487], [-4.274, -11.008, -5.597], [-4.790, -13.551, -4.207], [-3.352, -13.865, -3.215], [-2.528, -12.703, -5.189], [-2.520, -11.490, -3.893]],
  "atomic_forces_ev_per_a": [[-0.1, -0.4, 0.9], [0.1, 1.3, -1.3], [1.4, -0.2, 0.6], [-0.9, -0.6, 0.5], [-0.9, 0.0, -1.1], [-0.6, -0.2, 0.9], [0.8, -0.5, -0.1], [-1.1, -0.7, 0.9], [0.5, -0.4, 0.1], [-1.0, 0.0, -1.2], [-1.6, -0.9, 0.7], [-0.4, -0.2, -0.8], [1.0, 0.8, -0.8], [2.0, 0.3, 0.2], [-0.4, -0.7, 0.9], [-0.5, -0.6, -0.7], [1.3, 0.4, -0.1], [-1.4, -0.2, 0.3], [0.8, 2.5, -0.8], [0.4, -0.8, 1.0], [0.0, 0.4, -0.2], [-0.5, 0.3, 0.6], [-1.0, -0.4, 0.5], [-1.4, -0.2, -0.7], [0.7, 0.2, 0.5], [1.4, 0.2, -1.0], [0.3, -1.1, 0.8], [-1.0, 0.0, 0.4], [0.0, 0.9, -1.1], [-2.4, -1.1, 0.2], [-0.3, -1.4, -1.7], [2.0, 1.7, 1.5], [2.8, -1.7, 0.2], [-0.5, -0.4, 0.0], [0.0, -0.1, 0.7], [1.0, 0.9, 0.4], [-1.0, -0.2, 0.3], [0.9, 0.6, -0.7], [0.0, -0.7, 0.4], [-0.5, 0.2, -0.8], [-0.2, 0.8, 0.4], [0.2, -0.8, 0.5], [0.0, -0.6, -0.8], [-0.3, 0.4, 0.7], [0.6, 0.9, 0.0], [0.5, -0.7, -0.2], [0.4, 0.8, -0.2], [0.2, 0.8, -0.1], [0.6, -0.2, -0.3], [0.0, 0.2, -0.9], [-0.5, 0.5, 0.3], [0.2, 0.9, 0.2], [0.0, -0.1, 1.1], [-0.9, -0.3, -0.3], [-0.9, 0.5, 0.4], [0.6, 0.3, 0.4], [-0.3, -0.8, 0.2], [-0.8, 0.0, -0.6], [0.1, 0.9, 0.0], [-0.2, 0.1, 0.4], [-0.5, -0.5, -0.3], [0.7, -0.7, 0.2], [0.7, -0.2, 0.7], [-0.4, -1.0, 0.1], [-0.6, 0.2, -0.6], [0.1, -0.8, -0.4], [0.0, 0.5, -0.8], [0.7, 0.1, -0.6], [0.3, 0.5, 0.6], [0.7, -0.4, -0.5], [0.6, 0.5, 0.6], [0.2, -0.4, 0.6], [0.3, 0.2, -1.0], [-0.8, 0.1, -0.5], [-0.1, 0.5, 0.8], [0.5, 0.6, -0.5], [-0.1, -0.7, 0.2], [-0.3, -0.2, 0.1], [0.1, 1.1, 0.1], [-0.6, -0.7, -0.4], [-0.8, 0.4, 0.5], [0.6, 0.0, -0.7], [-0.7, 0.2, -0.6], [-0.2, -0.3, 0.4], [0.0, -0.1, 0.1], [0.1, -0.2, -0.2], [-0.1, 0.0, 0.3], [0.0, 0.1, -0.1], [-0.1, 0.0, 0.0], [-0.1, 0.1, 0.0], [0.1, 0.0, 0.0], [0.1, 0.0, 0.0], [-0.3, 0.2, 0.0], [0.0, 0.3, 0.1], [0.0, -0.2, -0.1], [0.0, 0.0, 0.1], [-0.1, 0.0, 0.0], [0.0, -0.1, 0.0], [0.1, 0.0, 0.0], [0.1, 0.0, 0.0], [-0.1, 0.1, -0.1], [0.3, -0.1, 0.1], [-0.2, 0.2, 0.0], [0.1, 0.0, 0.0], [0.0, 0.0, 0.1], [0.0, 0.0, 0.0], [0.0, 0.0, -0.1], [0.0, 0.0, -0.1], [0.1, -0.1, 0.2], [0.0, -0.1, 0.0], [0.2, 0.1, 0.2], [-0.1, 0.0, -0.1], [-0.1, 0.1, -0.1], [0.0, 0.1, 0.0], [0.1, 0.0, 0.0], [0.1, -0.1, 0.1], [-0.9, -1.9, 2.4], [-1.1, -1.6, 0.9], [0.2, -0.3, 0.1], [-0.2, -0.1, 0.0], [0.0, 0.0, 0.1], [-0.6, -0.4, 0.1], [0.1, 0.1, 0.0], [0.1, 0.0, 0.0], [-0.2, -0.1, 0.0], [0.4, 0.3, -0.2], [-0.4, -0.2, -0.1], [2.5, 4.2, -3.3], [0.0, 0.1, 0.1], [0.0, 0.0, 0.0], [0.1, 0.0, -0.1], [0.0, -0.1, -0.1], [0.2, 0.2, 0.0], [0.0, -0.1, 0.3], [0.1, 0.2, -0.2], [0.0, 0.0, 0.0], [0.0, 0.1, 0.1], [0.0, 0.1, 0.0], [0.0, -0.1, 0.0], [0.0, -0.1, -0.1], [-0.1, 0.0, 0.0], [0.2, 0.0, -0.2], [-0.2, 0.2, 0.2], [-0.1, 0.1, -0.2], [0.1, 0.0, 0.1], [0.0, 0.0, 0.1], [0.0, 0.0, -0.1], [-0.1, 0.0, -0.1], [0.0, 0.0, 0.1], [0.0, -0.1, -0.3], [0.0, 0.1, 0.3], [0.0, 0.0, -0.1], [-0.1, 0.0, 0.0], [0.0, 0.0, 0.1], [0.1, 0.0, 0.0], [0.1, 0.0, 0.0], [0.0, 0.0, -0.1], [0.1, 0.0, 0.3], [-0.1, 0.0, -0.3], [0.1, 0.1, 0.1], [0.1, 0.1, 0.0], [0.0, 0.1, 0.0], [0.0, 0.0, 0.1], [-0.1, -0.1, 0.0]],
  "lowdin_charge": [-0.066, -0.275, -0.281, -0.187, -0.193, -0.146, -0.186, -0.148, -0.140, -0.072, -0.416, -0.062, -0.127, -0.358, -0.027, -0.089, -0.027, -0.089, -0.170, -0.149, -0.177, -0.160, -0.178, -0.154, -0.041, -0.423, -0.050, 0.032, -0.031, 0.038, -0.623, 0.855, -0.087, -0.090, -0.078, -0.480, 0.130, 0.066, 0.072, 0.066, 0.077, 0.093, 0.115, 0.127, 0.041, 0.136, 0.120, 0.132, 0.133, 0.104, 0.150, 0.134, 0.149, 0.150, 0.145, 0.140, 0.089, 0.095, 0.089, 0.051, 0.141, 0.155, 0.156, 0.105, 0.050, 0.107, 0.097, 0.117, 0.083, 0.125, 0.113, 0.103, 0.099, 0.091, 0.106, -0.001, 0.056, 0.180, 0.154, 0.133, 0.128, 0.100, 0.142, 0.068, 0.653, -0.677, -0.666, 0.630, 0.053, 0.011, 0.045, 0.059, 0.672, -0.666, -0.677, 0.613, 0.052, 0.061, 0.061, 0.054, 0.596, -0.734, -0.693, 0.603, -0.055, 0.032, 0.055, 0.048, 0.662, -0.648, -0.734, 0.607, 0.056, 0.021, 0.031, -0.068, 0.576, -0.798, -0.650, 0.666, 0.042, -0.042, 0.063, 0.057, 0.724, -0.684, -0.626, 0.709, 0.050, 0.053, 0.056, 0.047, 0.670, -0.669, -0.672, 0.644, 0.047, 0.062, 0.064, 0.056, 0.597, -0.683, -0.691, 0.690, 0.052, 0.062, 0.048, 0.010, 0.603, -0.701, -0.708, 0.615, 0.054, 0.036, 0.055, 0.049, 0.603, -0.690, -0.692, 0.614, 0.052, 0.059, 0.059, 0.045]
}

***

{
  "formula": "C3H8N2",
  "method": "wB97M-V/def2-TZVPD",
  "homo_energy_ev": -9.18,
  "smiles": "[H]/N=C/N.C=C",
  "de_lowest_kj_mol": 235.7,
  "spin_multiplicity": 1,
  "gap_ev": 10.2112,
  "elements": ["H", "N", "C", "N", "H", "H", "H", "C", "C", "H", "H", "H", "H"],
  "xyz": [[2.128, 1.344, 1.573], [2.182, 0.520, 0.994], [1.341, 0.549, 0.040], [1.383, -0.347, -0.978], [0.458, 1.185, 0.106], [2.194, -0.944, -1.016], [0.547, -0.639, -1.450], [-2.246, 0.251, -0.276], [-2.513, -0.892, 0.344], [-2.363, 0.381, -1.348], [-1.822, 1.074, 0.276], [-2.464, -1.901, -0.044], [-2.419, -0.831, 1.425]],
  "atomic_forces_ev_per_a": [[-0.4, 0.0, 0.3], [0.9, 0.1, -0.6], [-0.5, -0.5, 1.2], [0.1, 0.1, -0.4], [0.0, 0.2, -0.6], [-0.2, -0.1, 0.1], [0.0, 0.1, 0.0], [-0.1, -0.5, -0.8], [1.4, 0.4, 1.1], [0.4, -0.1, 0.0], [-0.7, 0.4, 0.2], [-1.0, 0.2, -0.5], [0.0, -0.3, 0.0]],
  "lowdin_charge": [0.021, 0.046, -0.409, 0.075, 0.093, 0.092, 0.075, -0.101, -0.071, 0.049, 0.034, 0.050, 0.047]
}